# C33H92N10O9

A cluster of 9 separate species, C33H92N10O9 in total at a distorted geometry (ωB97M-V/def2-TZVPD, the OMol25 dataset).

Output
SMILES	COC[C@H](C)N.COC[C@H](C)N.COC[C@H](C)N.COC[C@H](C)N.COC[C@H](C)N.COC[C@H](C)N.COC[C@H](C)N.COC[C@H](C)N.NC(N)=O
total charge	0
LUMO	0.414	eV
DFT total energy	-69036.6631	eV

Element x y z (Å)
C 2.351 -1.739 -3.508
O 2.798 -2.408 -4.671
C 2.408 -1.808 -5.878
C 0.998 -2.233 -6.331
C 0.874 -3.722 -6.554
N 0.696 -1.538 -7.609
H 3.122 -1.911 -2.754
H 1.411 -2.198 -3.193
H 2.247 -0.649 -3.479
H 2.361 -0.714 -5.880
H 3.119 -2.141 -6.635
H 0.269 -1.882 -5.589
H 1.212 -4.168 -5.610
H 1.587 -4.083 -7.294
H -0.152 -4.052 -6.706
H 0.728 -0.525 -7.487
H -0.295 -1.662 -7.810
C 0.335 1.487 -3.277
O 1.690 1.810 -3.062
C 1.849 3.223 -3.155
C 3.301 3.617 -2.895
C 3.649 3.828 -1.404
N 3.745 4.759 -3.685
H 0.146 0.415 -3.342
H -0.093 1.830 -4.230
H -0.239 1.946 -2.466
H 1.599 3.446 -4.201
H 1.155 3.792 -2.531
H 3.933 2.746 -3.113
H 3.484 2.920 -0.818
H 3.077 4.635 -0.948
H 4.737 3.917 -1.433
H 4.752 4.803 -3.720
H 3.353 4.728 -4.615
C 8.933 2.302 -0.507
O 7.994 1.713 0.345
C 7.696 2.589 1.406
C 6.646 2.090 2.384
C 5.228 1.926 1.866
N 6.660 2.923 3.607
H 9.749 2.810 0.024
H 8.537 3.072 -1.181
H 9.414 1.546 -1.127
H 8.562 2.926 1.987
H 7.294 3.524 0.988
H 6.920 1.085 2.735
H 4.676 2.847 1.674
H 4.650 1.179 2.410
H 5.287 1.469 0.868
H 6.124 2.395 4.289
H 7.601 2.947 3.991
C -8.898 2.424 -1.550
O -7.912 1.448 -1.346
C -6.593 1.775 -1.731
C -5.723 0.680 -1.157
C -5.866 0.612 0.402
N -4.297 0.994 -1.388
H -8.741 3.291 -0.901
H -9.875 1.953 -1.484
H -8.842 2.816 -2.578
H -6.531 1.733 -2.825
H -6.287 2.745 -1.325
H -5.878 -0.360 -1.439
H -5.656 1.564 0.891
H -5.277 -0.196 0.836
H -6.902 0.335 0.643
H -3.653 0.353 -0.929
H -4.066 1.890 -0.966
C 2.243 -0.352 0.689
O 0.913 0.094 0.591
C -0.035 -0.881 0.171
C -1.447 -0.303 0.262
C -1.748 -0.050 1.732
N -2.432 -1.243 -0.255
H 2.372 -1.227 1.330
H 2.856 0.409 1.176
H 2.695 -0.453 -0.300
H 0.254 -1.049 -0.876
H -0.025 -1.747 0.840
H -1.487 0.662 -0.259
H -1.470 -0.897 2.365
H -2.805 0.175 1.901
H -1.176 0.801 2.107
H -2.708 -1.879 0.490
H -1.945 -1.831 -0.930
C -4.295 1.088 3.931
O -3.563 0.454 4.988
C -3.851 -0.925 5.013
C -2.985 -1.636 6.027
C -1.472 -1.550 5.954
N -3.446 -3.043 6.131
H -4.557 0.476 3.062
H -3.829 2.012 3.608
H -5.267 1.220 4.421
H -4.905 -1.158 5.180
H -3.564 -1.388 4.053
H -3.299 -1.222 6.995
H -1.068 -0.549 6.126
H -1.038 -1.734 4.960
H -1.003 -2.297 6.592
H -2.910 -3.473 6.878
H -3.113 -3.547 5.307
C -1.237 3.103 5.267
O -0.072 3.521 4.592
C -0.012 2.880 3.320
C 1.026 3.477 2.404
C 1.162 4.990 2.505
N 0.836 3.013 1.040
H -1.189 2.028 5.448
H -2.168 3.395 4.771
H -1.262 3.641 6.214
H 0.179 1.816 3.485
H -1.002 3.044 2.869
H 1.961 3.035 2.790
H 1.304 5.248 3.557
H 0.206 5.494 2.319
H 1.923 5.448 1.878
H 1.732 3.125 0.573
H 0.685 2.024 0.844
C -1.086 -4.235 -3.292
O 0.294 -4.330 -2.955
C 0.437 -5.112 -1.768
C 1.904 -5.243 -1.355
C 2.525 -4.023 -0.679
N 2.754 -5.776 -2.433
H -1.511 -3.491 -2.607
H -1.621 -5.177 -3.154
H -1.149 -3.876 -4.316
H -0.181 -4.634 -0.995
H -0.002 -6.106 -1.914
H 1.938 -6.035 -0.596
H 2.130 -3.890 0.326
H 2.321 -3.164 -1.316
H 3.610 -4.110 -0.647
H 2.387 -6.692 -2.692
H 2.459 -5.250 -3.265
N -4.985 -5.029 1.836
C -4.327 -3.843 1.937
N -5.064 -2.764 2.299
O -3.122 -3.712 1.671
H -4.370 -5.789 1.600
H -5.848 -5.139 2.331
H -6.067 -2.752 2.251
H -4.567 -1.937 2.569